Entry 1:
Molecular formula: C2HClIN
Method: DFT, the ωB97M-V functional and the def2-TZVPD basis

Atoms and positions in Å:
C -0.12 -2.13 -0.92
C 0.59 0.49 -0.41
N -0.40 -3.27 -0.98
Cl 0.44 1.03 -1.96
I 2.61 -0.15 0.05
H 0.37 -1.36 -1.11

2S+1: 1
Maximum force, eV Å⁻¹: 12.069
HOMO level, eV: -9.636
ΔE to the lowest compared entry with this formula, charge and spin, eV: 3.7201
Frontier orbital gap, eV: 7.72

Charges in e, computed with Löwdin, in the same order as the atoms: -0.0967 -1.0487 0.1035 0.5558 0.6715 -0.1854

---

Entry 2:
Molecular formula: C2HClN2OS
Method: DFT, the ωB97M-V functional and the def2-TZVPD basis

Atoms and positions in Å:
C 0.76 0.56 -0.15
C -0.75 0.37 0.18
N 1.39 -0.57 -0.67
N 0.73 -1.62 -0.73
O 1.28 1.59 0.11
S -0.85 -1.61 -0.42
Cl -1.10 0.36 1.95
H -1.47 0.93 -0.27

2S+1: 1
Maximum force, eV Å⁻¹: 5.439
HOMO level, eV: -9.893
ΔE to the lowest compared entry with this formula, charge and spin, eV: 1.6039
Frontier orbital gap, eV: 8.49
SMILES: O=C1N=NS[C@H]1Cl

Charges in e, computed with Löwdin, in the same order as the atoms: -0.5594 -0.6460 -0.0052 -0.3960 0.1393 0.8761 0.5700 0.0211

---

Entry 3:
Molecular formula: C2HClN2S
Method: DFT, the ωB97M-V functional and the def2-TZVPD basis

Atoms and positions in Å:
C 1.15 0.17 0.01
C 1.83 -0.91 0.19
N 0.21 1.03 0.00
N -0.97 0.50 0.07
S -1.25 -1.09 0.09
Cl -2.27 1.86 0.10
H 1.29 -1.56 -0.46

2S+1: 1
Maximum force, eV Å⁻¹: 3.787
HOMO level, eV: -9.682
ΔE to the lowest compared entry with this formula, charge and spin, eV: 5.6383
Frontier orbital gap, eV: 7.58
SMILES: C#C/N=[N+](\[S-])Cl

Charges in e, computed with Löwdin, in the same order as the atoms: -0.2655 0.0438 -0.0595 -0.9392 0.7044 0.5272 -0.0113

---

Entry 4:
Molecular formula: C2HClNO2S
Method: DFT, the ωB97M-V functional and the def2-TZVPD basis

Atoms and positions in Å:
C -0.30 0.20 0.10
C 2.20 0.80 0.25
N 0.62 1.00 -0.06
O 2.37 0.84 1.43
O 2.82 0.75 -0.78
S -1.86 1.23 -0.23
Cl -3.43 0.01 0.19
H -0.30 -0.91 0.35

2S+1: 1
Maximum force, eV Å⁻¹: 2.100
HOMO level, eV: -4.716
ΔE to the lowest compared entry with this formula, charge and spin, eV: 0.2802
Frontier orbital gap, eV: 7.85
SMILES: O=C([O-])/N=C/SCl
Total charge: -1

Charges in e, computed with Löwdin, in the same order as the atoms: -0.5501 -0.7904 -0.0082 0.0015 -0.0090 0.3194 -0.0654 0.1021

---

Entry 5:
Molecular formula: C2HCrFO2
Method: DFT, the ωB97M-V functional and the def2-TZVPD basis

Atoms and positions in Å:
O 0.56 -0.42 -0.59
C -0.55 -0.26 -0.22
C -1.76 -0.10 0.26
H -2.11 -0.73 1.08
F -2.61 0.78 -0.27
Cr 2.47 0.04 -0.38
O 4.02 0.69 0.13

2S+1: 5
Maximum force, eV Å⁻¹: 2.688
Expectation value of S²: 6.43
HOMO level (alpha / beta), eV: -7.469 / -10.051
ΔE to the lowest compared entry with this formula, charge and spin, eV: 3.4383
Frontier orbital gap (alpha / beta), eV: 6.07 / 8.86

Charges in e, computed with Löwdin, in the same order as the atoms: -0.0610 -0.1106 -0.1311 0.1302 0.0350 0.7702 -0.6327

---

Entry 6:
Molecular formula: C2HCuNO3S
Method: DFT, the ωB97M-V functional and the def2-TZVPD basis

Atoms and positions in Å:
N -1.51 -2.07 -0.94
C -0.40 -1.58 -1.05
O 0.96 -1.16 -1.13
S 1.26 0.22 -0.20
C -0.31 1.02 0.42
O -0.34 1.37 1.70
O -1.43 1.30 -0.32
H 1.84 1.18 -1.08
Cu -0.06 -0.30 2.59

2S+1: 1
Maximum force, eV Å⁻¹: 11.198
HOMO level, eV: -15.090
Frontier orbital gap, eV: 8.27
Total charge: +1

Charges in e, computed with Löwdin, in the same order as the atoms: 0.2351 -0.2492 -0.2876 1.2401 -0.6662 -0.1221 0.0084 0.1003 0.7412

---

Entry 7:
Molecular formula: C2HF2N3O
Method: DFT, the ωB97M-V functional and the def2-TZVPD basis

Atoms and positions in Å:
C 1.40 -0.06 0.00
C 0.31 0.79 -0.01
H -2.49 -0.61 0.02
N -0.72 -0.08 0.00
N -0.33 -1.34 0.00
N 0.99 -1.33 0.00
O -2.02 0.27 -0.01
F 2.68 0.28 0.00
F 0.17 2.09 0.00

2S+1: 1
Maximum force, eV Å⁻¹: 1.229
HOMO level, eV: -10.089
ΔE to the lowest compared entry with this formula, charge and spin, eV: 0.0045
Frontier orbital gap, eV: 10.58
SMILES: On1nnc(F)c1F

Charges in e, computed with Löwdin, in the same order as the atoms: -0.3020 -0.2045 0.1504 -0.1608 0.0480 0.0885 0.0944 0.1167 0.1693

---

Entry 8:
Molecular formula: C2HF2O4P
Method: DFT, the ωB97M-V functional and the def2-TZVPD basis

Atoms and positions in Å:
C 1.40 0.71 0.38
C -1.22 0.32 -0.45
O 1.31 -0.45 -0.01
O -0.30 -2.31 -0.84
O 0.80 1.63 0.89
O -0.59 -1.39 1.58
F 2.80 1.21 0.06
F -1.68 0.45 -1.77
P -0.58 -1.18 0.10
H -1.95 1.01 0.04

2S+1: 1
Maximum force, eV Å⁻¹: 2.390
HOMO level, eV: 1.641
ΔE to the lowest compared entry with this formula, charge and spin, eV: 1.3178
Frontier orbital gap, eV: 5.52
SMILES: O=C(F)OP([O-])([O-])=CF
Total charge: -2

Charges in e, computed with Löwdin, in the same order as the atoms: -0.6894 -0.3588 -0.0577 -0.4294 0.0214 -0.4297 -0.1636 -0.2459 0.3291 0.0238

---

Entry 9:
Molecular formula: C2HF3N2
Method: DFT, the ωB97M-V functional and the def2-TZVPD basis

Atoms and positions in Å:
C 0.72 0.74 0.26
C -0.41 1.37 1.05
N 1.78 0.11 0.96
N 1.00 -0.67 0.42
F -1.16 0.55 1.86
F -0.14 2.49 1.66
F -1.23 1.81 0.05
H 0.83 1.35 -0.62

2S+1: 1
Maximum force, eV Å⁻¹: 2.415
HOMO level, eV: -11.544
ΔE to the lowest compared entry with this formula, charge and spin, eV: 1.5662
Frontier orbital gap, eV: 11.27
SMILES: FC(F)(F)C1N=N1

Charges in e, computed with Löwdin, in the same order as the atoms: -0.2492 -0.6011 0.1494 0.1699 0.1275 0.1728 0.0922 0.1385

---

Entry 10:
Molecular formula: C2HF3O2
Method: DFT, the ωB97M-V functional and the def2-TZVPD basis

Atoms and positions in Å:
C -1.40 -0.42 0.04
C 0.65 0.56 -0.03
O -1.67 -1.45 -0.38
O 1.34 -0.43 0.43
F -2.24 0.30 0.91
F 0.70 0.68 -1.36
F 0.61 1.66 0.64
H 2.01 -0.90 -0.24

2S+1: 1
Maximum force, eV Å⁻¹: 5.942
HOMO level (alpha / beta), eV: -9.426 / -9.425
ΔE to the lowest compared entry with this formula, charge and spin, eV: 3.3425
Frontier orbital gap (alpha / beta), eV: 9.31 / 9.31

Charges in e, computed with Löwdin, in the same order as the atoms: -0.2942 -0.5442 0.1475 0.1279 -0.0104 0.1300 0.2182 0.2253

---

Entry 11:
Molecular formula: C2HF3OS
Method: DFT, the ωB97M-V functional and the def2-TZVPD basis

Atoms and positions in Å:
C -0.68 -1.03 1.51
C 1.13 -0.13 2.22
O -2.25 -1.87 -0.30
F 1.93 -1.10 2.73
F 1.64 0.35 1.09
F 0.86 0.86 3.08
S -0.84 -1.53 -0.03
H -1.34 -0.53 2.08

2S+1: 1
Maximum force, eV Å⁻¹: 5.776
HOMO level, eV: -10.149
ΔE to the lowest compared entry with this formula, charge and spin, eV: 3.9440
Frontier orbital gap, eV: 9.35

Charges in e, computed with Löwdin, in the same order as the atoms: -0.2184 -0.4579 -0.5534 0.1182 0.1114 0.1398 0.8816 -0.0213

---

Entry 12:
Molecular formula: C2HF3S2
Method: DFT, the ωB97M-V functional and the def2-TZVPD basis

Atoms and positions in Å:
C 1.01 -0.12 -0.22
C 0.28 -0.72 0.73
F 0.72 0.99 -0.93
F 2.28 -0.31 -0.41
F 0.87 -1.56 1.63
S -2.04 0.31 -0.88
S -1.39 -0.16 0.92
H -1.72 1.57 -0.83

2S+1: 1
Maximum force, eV Å⁻¹: 2.439
HOMO level, eV: -9.126
ΔE to the lowest compared entry with this formula, charge and spin, eV: 0.1171
Frontier orbital gap, eV: 9.42
SMILES: FC(F)=C(F)SS

Charges in e, computed with Löwdin, in the same order as the atoms: -0.4164 -0.5679 0.0468 0.1613 0.0316 0.4088 0.5276 -0.1918

---

What is the maximum force in the sixth record? 11.198 eV Å⁻¹

---

maximum force of number 12 (C2HF3S2)? 2.439 eV Å⁻¹

---

Which formula does entry 9 have? C2HF3N2

---

The lowest maximum force belongs to which entry? C2HF2N3O